86
Properties=species:S:1:pos:R:3:forces:R:3 method="wB97M-V/def2-TZVPD" homo_lumo_gap_ev="2.45 / 2.87" e_tot_ev=-77220.216 largest_force_ev_per_a=2.15 lumo_energy_ev="-12.86 / -12.44" mol_weight_g_mol=749.090 charge=+3
Tl 0.25892 -0.90235 -2.12557 0.259 -0.013 1.722
P 1.53444 2.05526 0.36551 0.837 -0.040 0.397
P -1.96942 1.51473 1.33810 -0.341 0.005 0.766
P -1.62083 3.06520 -2.05078 -0.941 0.986 -1.047
H 0.21104 -3.79959 -7.67170 0.079 0.763 -0.374
C 0.38503 -2.83175 -8.18890 0.947 -0.005 -0.621
C 1.61981 -2.28243 -8.19493 -0.695 -1.017 -0.538
H 2.44804 -2.78434 -7.65470 -0.535 0.547 -0.288
C 2.94060 1.13332 1.08075 -0.018 -0.520 0.020
C 1.30561 3.20195 1.78362 -0.448 -0.054 -0.036
C 2.59357 3.13258 -0.64974 -0.498 0.005 -0.449
C -3.57693 0.60997 1.34357 0.103 0.212 -0.293
C -1.33039 0.89483 2.95279 0.437 -0.003 -0.238
C -2.40593 3.20736 1.96221 0.022 -0.275 -0.284
C -1.08664 3.16745 -3.73891 0.262 0.112 -0.574
C -1.29539 4.67168 -1.38689 0.426 0.792 0.742
C -3.36945 2.76628 -2.04564 -0.005 -0.105 0.126
H -0.41963 -2.48022 -8.85419 0.427 -0.100 0.479
H 1.89246 -1.47517 -8.88734 -0.201 -0.217 0.498
H 3.38808 0.50487 0.29888 0.029 0.054 0.285
H 2.62258 0.51068 1.92495 0.235 0.099 -0.103
H 3.68003 1.87071 1.42491 -0.130 -0.305 -0.037
H 1.12434 2.65564 2.71596 0.050 0.127 -0.219
H 0.46443 3.87147 1.59549 0.181 0.114 0.125
H 2.23015 3.77906 1.88779 -0.187 -0.025 0.059
H 3.02425 2.53548 -1.44911 0.200 0.055 -0.139
H 3.37402 3.55079 -0.02155 0.138 0.158 -0.116
H 1.99000 3.92126 -1.08758 0.116 0.319 -0.158
H -4.18202 0.82490 2.23209 0.073 -0.050 -0.210
H -3.34052 -0.46226 1.31013 -0.141 0.217 0.019
H -4.12778 0.86526 0.42853 -0.120 -0.136 0.314
H -1.93808 1.27313 3.78872 0.121 -0.262 -0.276
H -0.29773 1.24582 3.08251 -0.293 -0.216 0.191
H -1.31558 -0.20228 2.93050 -0.077 0.285 0.204
H -3.04440 3.12420 2.85067 0.045 0.151 -0.274
H -2.90270 3.78722 1.17718 -0.075 0.071 0.295
H -1.47151 3.70912 2.24603 -0.336 -0.051 -0.046
H -1.71731 3.90453 -4.24415 0.125 -0.043 -0.069
H -1.15913 2.21229 -4.26149 -0.152 0.272 0.109
H -0.03976 3.49605 -3.79248 -0.310 -0.001 0.056
H -1.92379 5.39158 -1.93762 0.044 -0.378 0.032
H -0.25763 4.99974 -1.53085 -0.177 -0.287 0.029
H -1.54815 4.77044 -0.32747 0.037 -0.154 -0.122
H -3.81435 3.47606 -2.73257 -0.318 0.176 -0.028
H -3.76607 2.89306 -1.03776 -0.108 -0.030 -0.091
H -3.55944 1.75623 -2.40291 -0.132 -0.064 0.048
C 0.71593 -0.39471 -5.12257 0.697 1.226 0.190
C -0.68679 -0.56500 -4.95241 -1.514 -1.134 0.294
C -1.28634 -1.80293 -5.12538 0.020 1.079 0.036
C -0.47480 -2.90824 -5.41240 -0.418 -0.146 -0.669
C 0.91297 -2.85395 -5.25147 1.215 0.846 0.442
C 1.50920 -1.59923 -5.17028 0.315 -0.919 0.192
S 1.28572 1.18886 -5.10842 0.178 -1.850 -0.425
H -1.06816 1.94747 -1.55053 0.968 -0.664 1.064
H -1.25520 0.27905 -4.59122 -0.237 0.070 -0.533
H -2.36786 -1.90448 -5.05319 0.227 -0.028 -0.139
H -0.92055 -3.80203 -5.84963 -0.046 -0.019 0.666
H 1.50283 -3.78603 -5.28872 -0.239 0.725 -0.112
H 2.58660 -1.47966 -5.16873 0.008 -0.129 -0.122
C 2.88917 -1.59029 6.34000 0.424 -0.124 0.143
C 1.38327 -1.78264 6.33579 0.341 0.109 -0.056
N 0.96782 -2.43687 5.07706 -1.020 0.713 -0.390
C -0.30466 -3.23489 5.18785 0.651 -0.648 -0.093
C -1.53780 -2.41927 5.55162 0.107 -0.001 0.010
C 1.19858 -1.64783 3.96324 0.253 0.709 2.016
O 1.70366 -0.51228 4.03673 -0.888 -1.372 -0.825
C 0.90537 -2.25210 2.65113 0.282 -0.069 -1.161
C 1.05222 -3.62208 2.39270 -0.019 0.314 -0.201
C 0.88723 -4.10509 1.09441 -0.472 0.615 -0.502
C 0.59702 -3.17028 0.09393 0.525 0.029 0.844
N 0.58843 -1.84531 0.33936 -0.767 -0.085 -1.257
C 0.69570 -1.37665 1.57771 0.216 -0.432 0.185
H 3.42969 -2.52430 6.10914 -0.305 0.279 0.156
H 3.20681 -1.25252 7.32923 0.040 0.008 -0.139
H 3.15569 -0.84093 5.59212 0.180 -0.163 0.373
H 1.06810 -2.37672 7.20151 -0.079 -0.065 -0.410
H 0.90730 -0.79523 6.39504 -0.043 -0.181 0.109
H -0.49282 -3.77636 4.24522 0.142 0.305 0.423
H -0.10807 -4.01171 5.95480 -0.123 0.446 -0.413
H -1.70677 -1.62985 4.80585 0.013 -0.064 0.258
H -2.41833 -3.07680 5.55250 0.249 0.186 0.076
H -1.42654 -1.98045 6.54972 -0.156 0.035 -0.275
H 1.30785 -4.28192 3.21639 0.012 0.017 -0.198
H 0.94470 -5.15605 0.83666 0.058 0.073 0.192
H 0.40261 -3.46133 -0.94671 0.194 -0.175 0.389
H 0.64344 -0.28918 1.71589 0.059 -0.688 -0.022